No. 1
Here is C10H21BeCaCl5FLiN3O4 as an isolated structure in a non-equilibrium geometry from OMol25. Energies are from wB97M-V/def2-TZVPD.

Computed properties:
- total charge = -1
- strongest force on any atom (eV Å⁻¹) = 5.09
- LUMO energy (eV) = -2.86
- HOMO-LUMO gap (eV) = 1.65

Element x y z (Å)
C (2.385, 2.114, 2.408)
N (1.074, 1.546, 2.050)
C (0.802, 1.554, 0.604)
C (0.781, 0.316, 2.654)
O (-0.289, 0.208, 3.222)
C (1.697, -0.918, 2.661)
N (2.861, -0.916, 1.819)
H (2.249, 2.780, 3.255)
H (3.153, 1.401, 2.690)
H (2.782, 2.746, 1.619)
H (0.360, 2.510, 0.331)
H (0.033, 0.828, 0.356)
H (1.685, 1.360, -0.017)
H (1.030, -1.813, 2.471)
H (2.049, -1.009, 3.714)
H (2.514, -0.673, 0.901)
Li (2.149, 3.821, 0.555)
Cl (-0.182, 4.559, 1.372)
Ca (3.195, -2.272, 3.540)
F (-1.587, 3.360, -0.263)
Be (-0.750, -1.257, 1.375)
O (5.159, 3.315, 2.847)
H (5.052, 3.599, 3.764)
O (4.841, -0.712, 5.567)
H (4.410, -0.146, 6.215)
C (-2.964, -1.491, -4.146)
C (-3.186, -0.993, -2.721)
C (-2.505, 0.353, -2.450)
C (-1.062, 0.254, -2.631)
N (0.073, 0.177, -2.772)
H (-1.906, -1.668, -4.344)
H (-3.489, -2.433, -4.307)
H (-3.332, -0.769, -4.877)
H (-2.815, -1.739, -2.015)
H (-4.257, -0.884, -2.540)
H (-2.697, 0.683, -1.428)
H (-2.886, 1.118, -3.128)
C (-1.421, 1.451, -6.226)
O (-2.544, 1.972, -6.687)
H (-0.469, 1.862, -6.636)
H (-1.254, 1.582, -5.116)
H (-1.301, 0.346, -6.334)
C (-1.896, -5.242, 2.534)
Cl (-1.518, -5.262, 4.263)
Cl (-0.959, -6.497, 1.714)
Cl (-3.616, -5.539, 2.301)
Cl (-1.446, -3.581, 1.834)

No. 2
Here is C16H32AlB2O8 as an isolated structure in a non-equilibrium geometry from OMol25. Energies are from wB97M-V/def2-TZVPD.

Computed properties:
- energy relative to the best compared isomer or geometry (same formula, charge and spin) (kcal per mole) = 246.6
- total charge = +1
- strongest force on any atom (eV Å⁻¹) = 5.49
- LUMO energy (eV) = -10.19
- HOMO-LUMO gap (eV) = 1.84

Element x y z (Å)
Al (9.096, -12.978, 18.637)
B (6.023, -14.048, 15.733)
H (5.856, -12.984, 15.803)
H (7.041, -14.227, 15.422)
H (5.857, -14.432, 16.728)
H (5.367, -14.489, 14.999)
B (7.614, -16.342, 21.431)
H (7.771, -17.246, 22.000)
H (7.319, -16.654, 20.441)
H (6.796, -15.745, 21.802)
H (8.460, -15.672, 21.446)
O (13.473, -14.917, 21.074)
C (14.523, -15.007, 21.721)
O (15.662, -14.496, 21.272)
C (16.815, -14.929, 21.936)
C (16.298, -16.068, 22.875)
C (14.778, -15.836, 22.982)
H (17.279, -14.108, 22.483)
H (17.511, -15.436, 21.268)
H (16.750, -15.969, 23.862)
H (16.674, -17.036, 22.543)
H (14.379, -15.402, 23.899)
H (14.336, -16.831, 22.933)
O (7.560, -8.067, 19.553)
C (6.783, -7.083, 19.478)
O (6.204, -6.711, 18.330)
C (5.392, -5.615, 18.276)
C (5.861, -4.987, 19.643)
C (6.486, -6.041, 20.529)
H (4.348, -5.911, 18.369)
H (5.795, -5.058, 17.430)
H (5.084, -4.346, 20.060)
H (6.700, -4.345, 19.376)
H (5.873, -6.429, 21.342)
H (7.469, -5.803, 20.937)
O (13.635, -10.709, 17.628)
C (14.645, -10.588, 16.960)
O (15.881, -11.109, 17.332)
C (16.928, -10.718, 16.464)
C (16.332, -9.711, 15.551)
C (14.865, -9.685, 15.827)
H (17.378, -11.550, 15.923)
H (17.807, -10.328, 16.977)
H (16.649, -9.813, 14.513)
H (16.824, -8.752, 15.710)
H (14.460, -10.214, 14.965)
H (14.394, -8.717, 15.997)
O (11.660, -13.966, 14.330)
C (11.802, -14.113, 13.144)
O (13.054, -14.004, 12.584)
C (13.040, -14.323, 11.251)
C (11.636, -15.047, 11.122)
C (10.785, -14.220, 12.082)
H (13.801, -15.068, 11.022)
H (13.134, -13.415, 10.655)
H (11.761, -16.074, 11.466)
H (11.070, -15.113, 10.193)
H (9.927, -14.760, 12.483)
H (10.759, -13.194, 11.714)